Entry from the Open Molecules 2025 dataset: a 2-piece molecular cluster, C6H12N2 overall (ωB97M-V with the def2-TZVPD basis set).

Summary:
Relative energy (zero: lowest compared OMol25 entry of this formula, charge and spin)   0.329 eV
Structure (SMILES)   Cc1c[nH]cn1.CC
LUMO level   0.89 eV
HOMO energy   -8.67 eV
E_tot   -345.3158 a.u.
Orbital gap   9.560 eV

The geometry in XYZ format:
```
20
C6H12N2, DFT ωB97M-V with the def2-TZVPD basis set
C 1.69601 0.49526 -1.22495
C 1.86984 0.54489 -2.75240
H 0.73253 0.88142 -0.88865
H 1.78969 -0.51683 -0.84392
H 2.45314 1.11264 -0.73826
H 1.86212 -0.44856 -3.18267
H 1.02106 0.99816 -3.26659
H 2.76348 1.09701 -3.01456
C -0.87844 1.90744 1.00812
C -1.50957 -0.41153 0.02495
C -0.86011 0.43238 0.86273
C -0.06933 -1.52008 1.26231
N -0.96832 -1.66534 0.23365
N 0.01603 -0.29410 1.66475
H -2.35181 -0.27688 -0.62783
H -1.49642 -2.48575 -0.01498
H 0.10778 2.33749 1.12126
H -1.42427 2.25279 1.89587
H 0.53948 -2.37772 1.50590
H -1.37973 2.40516 0.17427
```

***

Entry from the Open Molecules 2025 dataset: one molecule with the formula C5H4 (ωB97M-V with the def2-TZVPD basis set).

Summary:
Relative energy (zero: lowest compared OMol25 entry of this formula, charge and spin)   3.171 eV
LUMO level (spin up / spin down)   -0.12 / -0.12 eV
HOMO energy (spin up / spin down)   -7.94 / -7.95 eV
E_tot   -192.6776 a.u.
Orbital gap (spin up / spin down)   7.817 / 7.833 eV

The geometry in XYZ format:
```
9
C5H4, DFT ωB97M-V with the def2-TZVPD basis set
C 0.58860 -1.29307 -2.45097
C 0.14925 -1.01146 -1.37193
C -1.06536 -0.27087 0.88643
C -0.48069 -0.71464 -0.19812
C -0.00659 0.80845 1.09822
H 0.79962 -1.41663 -3.56034
H -1.91343 -0.68434 1.45228
H -0.33669 1.67323 0.63878
H 1.01372 0.64590 0.78509
```

***

Entry from the Open Molecules 2025 dataset: C52H46N6O9P2Re as an isolated structure (ωB97M-V with the def2-TZVPD basis set).

Summary:
2S+1   4
LUMO level (spin up / spin down)   -6.10 / -7.40 eV
HOMO energy (spin up / spin down)   -12.77 / -12.86 eV
Total charge   +2
E_tot   -3775.2560 a.u.
Orbital gap (spin up / spin down)   6.667 / 5.453 eV

The geometry in XYZ format:
```
116
C52H46N6O9P2Re, DFT ωB97M-V with the def2-TZVPD basis set
Re 0.09502 -0.24820 -0.27712
C -3.08195 -1.95486 1.66037
O -2.61719 -0.89261 0.83498
C -3.36919 -0.55136 -0.23970
C -4.61111 -1.09820 -0.53474
C -5.31448 -0.67498 -1.65356
C -4.79266 0.31014 -2.48112
C -3.56428 0.87387 -2.18424
C -2.83333 0.44136 -1.07950
N -1.54358 0.96975 -0.80440
N -1.37008 2.17202 -1.21199
C -0.30399 2.95301 -1.17780
C 0.98675 2.56117 -0.66387
O 1.21606 1.38340 -0.18117
C 2.02277 3.51671 -0.61702
C 1.84457 4.77433 -1.10558
C 0.62124 5.19280 -1.69432
C 0.49456 6.46764 -2.27058
C -0.68344 6.84753 -2.86597
C -1.77477 5.97577 -2.85524
C -1.68035 4.73105 -2.26902
C -0.47340 4.29981 -1.71022
H -4.02078 -1.68316 2.14600
H -3.21431 -2.87198 1.08137
H -2.31567 -2.10243 2.41902
H -5.04361 -1.85177 0.10760
H -6.27585 -1.11808 -1.87549
H -5.34468 0.64566 -3.34816
H -3.15318 1.64901 -2.81774
H 2.96194 3.20454 -0.18124
H 2.66196 5.48350 -1.05180
H 1.34324 7.13987 -2.25387
H -0.76819 7.81571 -3.33960
H -2.70530 6.27122 -3.32040
H -2.53630 4.07630 -2.26315
C 1.26130 -2.12132 3.12343
C 2.43130 -1.87028 2.17405
P 1.93810 -1.85377 0.38940
C 3.49806 -1.63258 -0.50551
C 3.44441 -1.52152 -1.89400
C 4.61119 -1.40738 -2.63187
C 5.84041 -1.42230 -1.98763
C 5.89864 -1.54949 -0.60721
C 4.73491 -1.63677 0.14003
C 1.53650 -3.62946 0.28525
C 2.52046 -4.56895 -0.01521
C 2.24198 -5.92199 0.11150
C 0.99277 -6.34544 0.54417
C 0.01040 -5.41434 0.84829
C 0.27956 -4.06179 0.71902
C 0.39672 -0.91048 3.47469
P -0.18236 0.31170 2.20341
C 0.86216 1.76894 2.58607
C 2.24852 1.68965 2.43333
C 3.06348 2.74732 2.79195
C 2.50330 3.90906 3.30837
C 1.12826 4.01301 3.43040
C 0.30772 2.95190 3.06973
C -1.77983 0.85997 2.90471
C -2.73655 1.49572 2.11601
C -3.93047 1.92951 2.66863
C -4.17370 1.76020 4.02383
C -3.19469 1.19967 4.83007
C -2.00248 0.75560 4.27911
H 1.66886 -2.49056 4.06572
H 0.63929 -2.92150 2.73290
H 3.12977 -2.70544 2.24566
H 2.95988 -0.96218 2.46033
H 2.49098 -1.55397 -2.39884
H 4.56005 -1.31147 -3.70812
H 6.75610 -1.33797 -2.55732
H 6.85569 -1.58862 -0.10444
H 4.80658 -1.71905 1.21644
H 3.50112 -4.24804 -0.34510
H 3.00776 -6.65115 -0.11641
H 0.78560 -7.40288 0.63852
H -0.96528 -5.73464 1.18979
H -0.49320 -3.33131 0.91856
H 0.91568 -0.30538 4.21948
H -0.51578 -1.29604 3.92941
H 2.69282 0.80070 2.00924
H 4.13664 2.66554 2.67648
H 3.14285 4.72743 3.61086
H 0.68289 4.91804 3.82111
H -0.76104 3.05237 3.19163
H -2.55294 1.66390 1.06564
H -4.67168 2.40751 2.04171
H -5.11518 2.07647 4.45205
H -3.35258 1.10796 5.89622
H -1.25282 0.35842 4.94776
O 0.84043 -1.84573 -3.40145
C 0.37359 -0.71692 -3.40679
O 0.38992 0.09879 -2.40126
C -0.24676 -0.20763 -4.68344
C -0.98655 0.96391 -4.73368
C -1.62176 1.30818 -5.91836
C -1.49629 0.55304 -7.06827
C -0.74812 -0.60551 -6.98965
C -0.13704 -1.00321 -5.81713
N -0.63075 -1.46881 -8.18195
O -1.03371 -1.01727 -9.23010
O -0.14309 -2.56911 -8.01473
N -2.48846 2.49074 -5.94275
O -2.94328 2.85200 -4.86754
O -2.71587 3.00667 -7.01012
H -1.08249 1.60421 -3.86861
H -1.98730 0.83633 -7.98872
H 0.42472 -1.92471 -5.78411
N -2.42064 -2.62464 -2.73009
C -1.36540 -2.83506 -1.92946
N -0.74121 -4.01526 -2.04148
O -1.09857 -1.99049 -1.02260
H -2.70013 -3.31213 -3.40764
H -2.98478 -1.79626 -2.62467
H -0.90576 -4.58539 -2.85387
H 0.17744 -4.08420 -1.63843
```

***

Entry from the Open Molecules 2025 dataset: a 3-piece molecular cluster, C4H11NO2 overall (ωB97M-V with the def2-TZVPD basis set).

Summary:
Relative energy (zero: lowest compared OMol25 entry of this formula, charge and spin)   2.576 eV
Structure (SMILES)   C=C/C=C/N.O.O
LUMO level   0.93 eV
HOMO energy   -7.57 eV
E_tot   -364.1735 a.u.
Orbital gap   8.502 eV

The geometry in XYZ format:
```
18
C4H11NO2, DFT ωB97M-V with the def2-TZVPD basis set
N 1.50080 -1.74921 1.43045
C 0.40699 -1.11411 0.74046
C 0.41458 -1.08159 -0.66374
C -0.80632 -0.63297 -1.28448
C -1.05895 -0.11966 -2.57857
H 1.22739 -1.95258 2.36645
H 2.00974 -2.36268 0.78113
H -0.14341 -0.52120 1.48315
H 1.22002 -1.54187 -1.25986
H -1.61265 -0.57578 -0.52528
H -2.07067 0.12355 -2.91938
H -0.09379 -0.11411 -3.10739
H 0.86671 1.70405 2.90557
H 0.00749 1.80490 1.58326
O 0.02763 1.37884 2.46324
H -0.39990 1.62771 -0.89777
H -1.15495 2.81564 -0.28141
O -0.34073 2.31107 -0.23582
```

***

Entry from the Open Molecules 2025 dataset: a 2-piece molecular cluster, HPS2 overall (ωB97M-V with the def2-TZVPD basis set).

Summary:
Relative energy (zero: lowest compared OMol25 entry of this formula, charge and spin)   1.279 eV
LUMO level (spin up / spin down)   -1.91 / -2.11 eV
HOMO energy (spin up / spin down)   -9.25 / -8.06 eV
E_tot   -1138.2478 a.u.
Orbital gap (spin up / spin down)   7.343 / 5.949 eV

The geometry in XYZ format:
```
4
HPS2, DFT ωB97M-V with the def2-TZVPD basis set
P 1.19964 1.13625 -0.34602
S 2.36224 -0.30548 0.06944
S -1.55025 -0.74786 -0.39976
H -2.01163 -0.08290 0.67633
```

***

Entry from the Open Molecules 2025 dataset: one molecule with the formula C4H8O2 (ωB97M-V with the def2-TZVPD basis set).

Summary:
Relative energy (zero: lowest compared OMol25 entry of this formula, charge and spin)   1.111 eV
Structure (SMILES)   CC[C@@H](O)C=O
LUMO level   0.92 eV
HOMO energy   -10.46 eV
E_tot   -307.6716 a.u.
Orbital gap   11.376 eV

The geometry in XYZ format:
```
14
C4H8O2, DFT ωB97M-V with the def2-TZVPD basis set
C 1.22467 -0.99639 0.95037
C 0.08508 -0.86407 -0.05693
C -0.66901 0.48034 0.08014
O 0.11170 1.49529 0.64118
C -1.15290 0.91933 -1.28724
O -0.82888 1.98652 -1.76074
H 1.65775 -1.99947 0.90695
H 0.88417 -0.81166 1.97373
H 2.01305 -0.27071 0.73133
H -0.63714 -1.68482 0.06981
H 0.50600 -0.97653 -1.06440
H -1.56245 0.31685 0.70342
H 0.13864 2.20417 -0.02651
H -1.77070 0.20115 -1.86112
```